[1]
{
  "formula": "C13H19NZr",
  "method": "wB97M-V/def2-TZVPD",
  "e_above_lowest_kj_mol": 32.01,
  "homo_energy_ha": [-0.23034, -0.22982],
  "elements": ["C", "C", "C", "C", "C", "Zr", "N", "C", "C", "H", "H", "H", "H", "H", "H", "H", "H", "H", "H", "C", "C", "C", "C", "C", "C", "H", "H", "H", "H", "H", "H", "H", "H", "H"],
  "xyz": [[1.799681, -0.785834, -1.342650], [1.038508, 0.410657, -1.499386], [-0.363414, 0.065183, -1.530591], [-0.462708, -1.356591, -1.421530], [0.868252, -1.890418, -1.293772], [0.446330, -0.415926, 0.749149], [0.405277, -2.532151, 1.211461], [1.060141, 1.929032, 1.166993], [0.386001, 2.709908, 0.257082], [-1.186112, 0.765236, -1.679740], [1.441253, 1.403857, -1.671777], [-1.386022, -1.935455, -1.445889], [1.147079, -2.937145, -1.286384], [2.886569, -0.854589, -1.313567], [0.888288, 3.074951, -0.641829], [0.788199, 1.963561, 2.245591], [0.228570, -3.479144, 1.520170], [-0.559977, 3.216442, 0.467534], [2.116411, 1.627451, 0.958528], [-4.357806, -1.987491, 2.302663], [-4.077613, -0.483765, 2.180305], [-5.125966, 0.180509, 1.291903], [-4.100772, 0.181481, 3.558173], [-2.769464, -0.276115, 1.585566], [-1.642309, -0.129043, 1.134392], [-5.309172, -2.154537, 2.829334], [-3.556331, -2.499037, 2.846233], [-4.410620, -2.450030, 1.311459], [-6.131493, 0.087539, 1.725869], [-4.883794, 1.241134, 1.175774], [-5.114788, -0.270843, 0.296210], [-3.300014, -0.209870, 4.191609], [-3.933096, 1.257300, 3.446634], [-5.065205, 0.023337, 4.062142]],
  "forces_ev_per_a": [[-1.1, -0.6, 0.0], [-0.8, -0.1, -0.6], [1.1, 0.2, -0.4], [1.1, 0.1, 0.1], [0.0, 1.4, -0.9], [-0.5, -7.7, -0.8], [0.5, 5.5, 0.4], [0.2, 2.3, 0.1], [1.3, -0.1, 1.6], [0.3, -0.3, 0.1], [0.0, -0.4, 0.0], [0.4, 0.2, 0.2], [-0.2, 0.3, 0.4], [-0.4, 0.0, 0.1], [-0.3, -0.7, 0.0], [-0.2, -0.4, -0.8], [0.0, 0.0, 0.0], [0.2, -0.5, 0.2], [-0.8, 0.2, 0.0], [0.0, -0.2, 0.0], [-0.5, -0.1, 0.2], [-0.3, 0.1, -0.2], [0.1, 0.1, 0.3], [1.1, 0.3, -0.3], [-1.3, 0.2, 0.6], [0.2, 0.0, -0.2], [-0.1, 0.2, 0.0], [-0.1, 0.1, 0.1], [0.2, 0.0, -0.1], [-0.1, -0.1, 0.0], [-0.1, 0.0, 0.1], [-0.1, 0.0, 0.0], [-0.1, -0.1, 0.1], [0.2, 0.0, -0.2]],
  "lowdin_charge": [-0.1934, -0.2785, -0.2336, -0.1786, -0.1987, 1.2985, -0.3014, -0.2249, 0.0057, 0.1081, 0.0836, 0.1138, 0.0991, 0.1054, 0.0718, 0.0834, -0.1469, 0.0864, 0.0812, -0.0500, -0.6579, -0.0657, -0.0614, -0.1458, -0.1700, 0.0851, 0.0897, 0.0851, 0.0869, 0.0831, 0.0846, 0.0868, 0.0828, 0.0859]
}


[2]
{
  "formula": "C21H14BrF5N3O4Tb",
  "method": "wB97M-V/def2-TZVPD",
  "s_squared": 12.6905,
  "e_above_lowest_kj_mol": 0.00,
  "multiplicity": 7,
  "homo_energy_ha": [-0.26872, -0.26727],
  "elements": ["Tb", "Br", "C", "C", "C", "C", "C", "C", "N", "C", "C", "C", "C", "C", "C", "N", "H", "H", "H", "H", "H", "H", "H", "H", "H", "O", "C", "O", "C", "O", "O", "F", "C", "F", "C", "F", "F", "F", "C", "C", "C", "N", "C", "C", "H", "H", "H", "H", "H"],
  "xyz": [[0.615905, -1.011894, -0.016387], [2.181090, 6.075087, -3.357934], [1.489066, 4.461831, -2.799111], [2.246120, 3.798045, -1.819851], [1.658066, 2.689761, -1.198209], [0.342668, 2.303537, -1.461324], [-0.382103, 2.964989, -2.475434], [0.219844, 3.975630, -3.159723], [-0.249196, 1.287624, -0.689099], [-1.529946, 1.502332, -0.360636], [-2.304445, 0.498740, 0.240088], [-3.688019, 0.607461, 0.401892], [-4.404181, -0.398721, 1.025797], [-3.768452, -1.644458, 1.294785], [-2.400073, -1.707403, 0.991713], [-1.674033, -0.674016, 0.564978], [3.244767, 4.113819, -1.536099], [2.268129, 2.006600, -0.563459], [-1.474477, 2.820389, -2.614340], [-0.201723, 4.463863, -4.019635], [-1.997074, 2.473779, -0.498014], [-4.130891, 1.565678, 0.248898], [-5.430411, -0.218249, 1.204047], [-4.232609, -2.558504, 1.625665], [-1.837601, -2.662078, 1.024069], [0.692030, -5.286154, -0.044011], [0.893046, -4.099115, -0.087529], [0.060227, -3.070511, -0.310742], [2.355800, -3.575898, 0.118560], [3.264848, -4.348571, 0.254433], [2.321970, -2.282026, 0.192710], [1.760261, -2.301131, -3.393636], [1.123370, -1.299702, -2.751785], [1.860837, -0.088187, -2.979958], [-0.305136, -1.062932, -3.555733], [-0.489967, 0.283503, -3.669264], [-1.313713, -1.553274, -2.822490], [-0.299661, -1.607697, -4.770763], [1.116940, -0.589308, 4.983375], [0.373121, 0.314434, 4.209344], [0.651775, 0.364009, 2.864630], [1.358382, -0.604008, 2.212802], [2.027480, -1.510781, 2.936669], [1.969586, -1.512204, 4.324182], [1.013034, -0.579059, 6.051507], [-0.330936, 1.031517, 4.586691], [0.098968, 1.091057, 2.280847], [2.659141, -2.234480, 2.402704], [2.578174, -2.213324, 4.914780]],
  "forces_ev_per_a": [[1.5, -1.7, -3.1], [0.1, 0.8, -0.9], [0.2, -1.5, 1.6], [-1.1, -0.6, -0.1], [0.7, -1.0, 0.0], [0.1, 1.0, -0.4], [-0.8, -0.3, 1.0], [1.4, 1.4, -0.6], [-3.5, 0.8, 0.7], [4.1, 0.9, -1.1], [-1.3, -3.1, 1.2], [1.2, 0.3, 1.0], [1.2, -1.8, -0.2], [0.4, 1.7, -0.9], [0.1, -0.6, 0.0], [-1.5, 0.7, -0.3], [-0.2, 0.0, -0.2], [-0.5, 0.9, -0.2], [1.1, -0.5, -0.3], [-0.7, 0.1, 0.0], [0.1, 0.0, -0.4], [-0.4, 0.4, -0.4], [-0.9, -0.1, 0.3], [-0.4, 0.2, 0.2], [-0.4, 0.6, 0.2], [-0.9, 0.7, 0.0], [0.5, 0.3, -0.5], [-0.6, -1.4, 0.8], [-1.2, -0.5, 0.0], [0.5, 0.4, 0.1], [1.6, 0.6, 0.4], [0.2, 0.1, -0.2], [-2.3, 1.4, 1.3], [0.0, -0.6, -0.5], [3.6, 0.3, 1.0], [-0.7, -0.5, -0.2], [-0.4, 0.0, -0.2], [-0.7, 0.1, 0.0], [0.2, -0.6, -1.2], [1.3, -0.2, 0.1], [-0.6, -1.6, -0.4], [0.2, 1.4, 1.1], [0.3, 0.0, 0.3], [-0.5, 0.7, 1.1], [0.0, -0.2, 0.3], [0.0, 0.1, 0.5], [0.3, 0.0, -0.4], [-0.5, 0.4, 0.0], [-0.4, 0.4, -0.4]],
  "mulliken_spin": [5.9515, -0.0001, -0.0008, -0.0012, -0.0074, 0.0110, -0.0011, 0.0006, 0.0228, -0.0003, 0.0030, -0.0003, 0.0009, 0.0001, 0.0083, 0.0117, -0.0001, 0.0010, 0.0001, 0.0000, 0.0000, -0.0002, 0.0000, 0.0000, 0.0003, -0.0015, 0.0006, 0.0062, 0.0033, -0.0004, 0.0081, -0.0016, -0.0146, 0.0019, 0.0029, -0.0001, -0.0001, -0.0001, -0.0005, -0.0017, 0.0030, 0.0031, -0.0093, 0.0012, 0.0000, 0.0000, -0.0003, 0.0004, 0.0000]
}


What did the first record say?
{
  "formula": "C13H19NZr",
  "method": "wB97M-V/def2-TZVPD",
  "e_above_lowest_kj_mol": 32.01,
  "homo_energy_ha": [-0.23034, -0.22982],
  "elements": ["C", "C", "C", "C", "C", "Zr", "N", "C", "C", "H", "H", "H", "H", "H", "H", "H", "H", "H", "H", "C", "C", "C", "C", "C", "C", "H", "H", "H", "H", "H", "H", "H", "H", "H"],
  "xyz": [[1.799681, -0.785834, -1.342650], [1.038508, 0.410657, -1.499386], [-0.363414, 0.065183, -1.530591], [-0.462708, -1.356591, -1.421530], [0.868252, -1.890418, -1.293772], [0.446330, -0.415926, 0.749149], [0.405277, -2.532151, 1.211461], [1.060141, 1.929032, 1.166993], [0.386001, 2.709908, 0.257082], [-1.186112, 0.765236, -1.679740], [1.441253, 1.403857, -1.671777], [-1.386022, -1.935455, -1.445889], [1.147079, -2.937145, -1.286384], [2.886569, -0.854589, -1.313567], [0.888288, 3.074951, -0.641829], [0.788199, 1.963561, 2.245591], [0.228570, -3.479144, 1.520170], [-0.559977, 3.216442, 0.467534], [2.116411, 1.627451, 0.958528], [-4.357806, -1.987491, 2.302663], [-4.077613, -0.483765, 2.180305], [-5.125966, 0.180509, 1.291903], [-4.100772, 0.181481, 3.558173], [-2.769464, -0.276115, 1.585566], [-1.642309, -0.129043, 1.134392], [-5.309172, -2.154537, 2.829334], [-3.556331, -2.499037, 2.846233], [-4.410620, -2.450030, 1.311459], [-6.131493, 0.087539, 1.725869], [-4.883794, 1.241134, 1.175774], [-5.114788, -0.270843, 0.296210], [-3.300014, -0.209870, 4.191609], [-3.933096, 1.257300, 3.446634], [-5.065205, 0.023337, 4.062142]],
  "forces_ev_per_a": [[-1.1, -0.6, 0.0], [-0.8, -0.1, -0.6], [1.1, 0.2, -0.4], [1.1, 0.1, 0.1], [0.0, 1.4, -0.9], [-0.5, -7.7, -0.8], [0.5, 5.5, 0.4], [0.2, 2.3, 0.1], [1.3, -0.1, 1.6], [0.3, -0.3, 0.1], [0.0, -0.4, 0.0], [0.4, 0.2, 0.2], [-0.2, 0.3, 0.4], [-0.4, 0.0, 0.1], [-0.3, -0.7, 0.0], [-0.2, -0.4, -0.8], [0.0, 0.0, 0.0], [0.2, -0.5, 0.2], [-0.8, 0.2, 0.0], [0.0, -0.2, 0.0], [-0.5, -0.1, 0.2], [-0.3, 0.1, -0.2], [0.1, 0.1, 0.3], [1.1, 0.3, -0.3], [-1.3, 0.2, 0.6], [0.2, 0.0, -0.2], [-0.1, 0.2, 0.0], [-0.1, 0.1, 0.1], [0.2, 0.0, -0.1], [-0.1, -0.1, 0.0], [-0.1, 0.0, 0.1], [-0.1, 0.0, 0.0], [-0.1, -0.1, 0.1], [0.2, 0.0, -0.2]],
  "lowdin_charge": [-0.1934, -0.2785, -0.2336, -0.1786, -0.1987, 1.2985, -0.3014, -0.2249, 0.0057, 0.1081, 0.0836, 0.1138, 0.0991, 0.1054, 0.0718, 0.0834, -0.1469, 0.0864, 0.0812, -0.0500, -0.6579, -0.0657, -0.0614, -0.1458, -0.1700, 0.0851, 0.0897, 0.0851, 0.0869, 0.0831, 0.0846, 0.0868, 0.0828, 0.0859]
}